{
  "formula": "C36H25AuF3N2O3S2",
  "method": "ωB97M-V/def2-TZVPD",
  "homo_energy_ev": -11.032,
  "e_above_lowest_kcal_mol": 11.2,
  "total_charge": 1,
  "species": ["Au", "O", "S", "O", "N", "C", "C", "C", "C", "C", "C", "C", "C", "N", "C", "C", "C", "C", "C", "C", "C", "H", "H", "H", "H", "H", "H", "H", "H", "H", "H", "H", "O", "S", "C", "C", "C", "C", "C", "C", "C", "C", "C", "C", "C", "C", "H", "H", "H", "H", "H", "H", "H", "H", "H", "H", "F", "C", "F", "F", "C", "C", "C", "C", "C", "C", "C", "C", "H", "H", "H", "H"],
  "xyz": [[1.70423, 0.91541, 1.18839], [1.11942, 2.09430, 2.88015], [1.12790, 0.98159, 3.89717], [1.95267, 1.11862, 5.04557], [1.59275, -0.13944, 2.85103], [1.90290, -1.48761, 2.74033], [1.84399, -2.45882, 3.70270], [2.19221, -3.78502, 3.36924], [2.58234, -4.13870, 2.10939], [2.65330, -3.15799, 1.08979], [3.01630, -3.42952, -0.24910], [3.03501, -2.43033, -1.18032], [2.69853, -1.12400, -0.79744], [2.35934, -0.85387, 0.44637], [2.31631, -1.83790, 1.41655], [-0.52156, 0.70627, 4.40476], [-0.75910, 0.38916, 5.73653], [-2.06489, 0.16244, 6.14184], [-3.10266, 0.26300, 5.22602], [-2.84720, 0.58542, 3.89743], [-1.54973, 0.80608, 3.47213], [1.53964, -2.21437, 4.71155], [2.14191, -4.53769, 4.14445], [2.83389, -5.16373, 1.87245], [3.27359, -4.44394, -0.52788], [3.30492, -2.61754, -2.20913], [2.70106, -0.29303, -1.48945], [0.06204, 0.34193, 6.43831], [-2.27069, -0.07878, 7.17549], [-4.12115, 0.09606, 5.55098], [-3.66282, 0.67676, 3.19320], [-1.33894, 1.04634, 2.43915], [-0.63066, -0.08103, 0.61304], [-1.05673, -0.35131, -0.80780], [-2.79858, -0.01329, -0.90306], [-3.68620, -0.61901, -0.01972], [-5.02875, -0.30117, -0.10183], [-5.47271, 0.60566, -1.06204], [-4.57923, 1.20279, -1.93543], [-3.22527, 0.89631, -1.85601], [-1.08526, -2.13689, -0.94036], [-0.68516, -2.89602, 0.14525], [-0.64410, -4.28009, 0.01796], [-0.99393, -4.88031, -1.18174], [-1.39141, -4.10284, -2.26469], [-1.43575, -2.72353, -2.14974], [-3.32137, -1.32929, 0.71185], [-5.73773, -0.76467, 0.57164], [-6.52623, 0.84345, -1.12635], [-4.93014, 1.90827, -2.67615], [-2.51023, 1.36410, -2.52170], [-0.43071, -2.40560, 1.07633], [-0.34496, -4.88721, 0.86328], [-0.96399, -5.95772, -1.27637], [-1.66796, -4.57351, -3.19852], [-1.74624, -2.11243, -2.98937], [2.34314, 5.10050, -7.27161], [2.38892, 5.87281, -6.16864], [1.41450, 6.78691, -6.28017], [3.56316, 6.52812, -6.20323], [2.25810, 5.04487, -4.91945], [1.21821, 5.25370, -4.02907], [1.12072, 4.46839, -2.89144], [2.06415, 3.47361, -2.64158], [3.11200, 3.27676, -3.54372], [3.20732, 4.05960, -4.67804], [1.95278, 2.65965, -1.46273], [1.85844, 2.00195, -0.45687], [0.48880, 6.02771, -4.22081], [0.31591, 4.62654, -2.18664], [3.85203, 2.51343, -3.34497], [4.01965, 3.90970, -5.37716]],
  "lowdin_charge": [1.2889, -0.3719, 0.6811, -0.2248, -0.2552, -0.2295, 0.0194, -0.0429, -0.0223, -0.1527, 0.0344, -0.0058, -0.0630, -0.0140, -0.1476, -0.2861, -0.0467, -0.0530, -0.0482, -0.0488, -0.0472, 0.1248, 0.1189, 0.1239, 0.1351, 0.1223, 0.1149, 0.1173, 0.1156, 0.1146, 0.1096, 0.0884, -0.5906, 1.0183, -0.3870, -0.0674, -0.0611, -0.0593, -0.0611, -0.0766, -0.3824, -0.0835, -0.0682, -0.0656, -0.0612, -0.0704, 0.1183, 0.1118, 0.1125, 0.1129, 0.1109, 0.1008, 0.1082, 0.1103, 0.1128, 0.1187, 0.1433, -0.5860, 0.1420, 0.1476, -0.1157, 0.0034, -0.0129, -0.2486, -0.0167, -0.0012, -0.1153, -0.1787, 0.1230, 0.1198, 0.1163, 0.1293]
}